# 1
95
Properties=species:S:1:pos:R:3:lowdin_charge:R:1 method="wB97M-V/def2-TZVPD" e_tot_ev=-181331.8464 e_lumo_ev=-3.736 fmax_ev_per_a=9.5
C 7.19 -2.01 -1.19 0.007
C 6.69 -1.03 -2.45 -0.246
O 7.62 -0.59 -3.35 -0.071
O 5.25 -0.65 -2.52 -0.119
C 5.08 0.31 -1.38 -0.159
C 3.61 1.04 -1.44 -0.113
C 2.36 -0.07 -1.49 -0.078
C 0.98 0.50 -0.78 -0.249
C 1.21 0.73 0.87 -0.172
C 2.00 -0.49 1.61 -0.331
F -0.04 1.18 1.56 -0.093
O 0.89 1.92 -1.25 -0.235
S 0.20 2.09 -2.77 0.864
O 1.01 1.55 -3.97 -0.464
O 0.06 3.64 -3.03 -0.376
C -1.58 1.46 -2.68 -0.149
C -1.66 0.65 -1.23 -0.094
C -0.36 -0.39 -1.06 -0.327
O -0.77 -1.29 0.05 -0.346
C -0.36 -1.30 -2.42 -0.084
C 0.07 -2.86 -2.25 -0.358
C 0.31 -3.45 -3.80 -0.080
O 1.32 -3.12 -1.53 -0.120
H 7.48 -3.08 -1.58 0.119
H 8.05 -1.47 -0.60 0.116
H 6.29 -2.12 -0.42 0.102
H 5.15 -0.24 -0.35 0.150
H 5.96 1.10 -1.52 0.102
H 3.56 1.60 -2.49 0.090
H 3.44 1.88 -0.63 0.135
H 2.24 -0.32 -2.63 0.109
H 2.79 -1.04 -0.99 0.120
H 1.94 1.67 0.93 0.151
H 1.49 -0.77 2.65 -0.058
H 3.10 -0.17 1.83 0.091
H 2.02 -1.51 1.00 0.042
H -2.32 2.37 -2.68 0.132
H -1.87 0.75 -3.57 0.129
H -2.67 0.04 -1.23 0.112
H -1.67 1.49 -0.40 0.141
H -0.03 -1.89 0.34 -0.173
H -1.50 -1.32 -2.79 0.152
H 0.25 -0.86 -3.32 0.107
H -0.82 -3.50 -1.82 0.145
H 1.46 -3.22 -4.04 0.092
H -0.30 -2.80 -4.59 0.091
H 0.06 -4.59 -3.89 0.088
H 1.52 -4.12 -1.50 0.139
O 2.35 -2.26 3.86 -0.480
H 1.51 -2.10 4.24 -0.183
Na 7.03 1.65 -3.23 0.650
C -5.34 1.94 0.32 -0.330
C -5.39 0.61 -0.38 -0.433
O -4.42 -0.14 -0.38 0.048
C -6.67 0.24 -1.07 0.002
H -4.35 2.08 0.78 0.105
H -5.50 2.75 -0.40 -0.185
H -6.09 1.98 1.11 0.035
H -6.89 0.97 -1.85 0.071
H -7.49 0.20 -0.34 0.101
H -6.56 -0.75 -1.53 0.101
Cs -6.19 4.30 0.43 1.411
Br 0.11 -1.82 2.07 0.588
C 8.51 -3.28 2.59 -0.093
C 8.41 -1.82 2.97 -0.322
O 7.36 -1.20 2.25 -0.111
H 8.69 -3.39 1.52 0.062
H 9.32 -3.78 3.14 0.077
H 7.57 -3.81 2.81 0.081
H 9.34 -1.30 2.74 0.111
H 8.21 -1.71 4.04 0.116
H 6.53 -1.67 2.47 0.095
Na 2.81 1.72 -5.26 0.684
B -3.79 2.94 6.96 -0.922
O -4.52 1.67 6.79 0.255
C -5.27 1.81 5.69 -0.386
O -6.01 0.94 5.26 0.137
C -5.08 3.11 5.12 -0.384
O -5.62 3.54 4.11 0.084
O -4.20 3.81 5.85 0.254
O -4.09 3.55 8.25 0.240
C -2.93 3.67 8.91 -0.386
O -2.83 4.14 10.03 0.143
C -1.86 3.15 8.11 -0.386
O -0.68 3.11 8.42 0.145
O -2.34 2.71 6.94 0.241
C -7.13 -0.65 -5.97 -0.575
F -6.27 -1.47 -5.29 0.071
F -6.49 -0.30 -7.13 0.078
F -8.18 -1.44 -6.35 0.085
S -7.67 0.83 -4.96 0.476
O -6.43 1.56 -4.64 -0.376
O -8.34 0.28 -3.77 -0.356
O -8.58 1.59 -5.83 -0.339
Li -1.28 -3.65 1.39 0.667



# 2
76
Properties=species:S:1:pos:R:3:lowdin_charge:R:1 method="wB97M-V/def2-TZVPD" e_tot_ev=-174157.4603 e_lumo_ev=-0.676 fmax_ev_per_a=3.5
Be -12.85 -13.80 -5.05 -0.057
C -11.15 -17.86 -5.84 -0.058
O -11.60 -16.78 -5.02 -0.111
C -10.80 -16.44 -3.97 -0.197
C -10.02 -17.42 -3.27 -0.022
C -9.22 -16.98 -2.20 -0.715
Br -8.17 -18.17 -1.24 0.795
C -9.02 -15.65 -1.94 -0.054
C -9.58 -14.66 -2.84 -0.080
C -10.52 -15.08 -3.74 -0.119
O -11.51 -14.15 -4.16 -0.010
C -9.09 -13.32 -3.00 -0.278
N -8.63 -12.55 -2.00 0.169
C -8.11 -11.45 -2.56 -0.214
C -7.76 -10.19 -1.99 -0.011
C -7.60 -9.15 -2.90 -0.098
C -7.61 -9.31 -4.31 -0.084
C -7.97 -10.51 -4.92 -0.042
C -8.16 -11.56 -4.05 -0.150
N -8.88 -12.76 -4.24 0.141
H -11.37 -18.76 -5.31 0.081
H -10.13 -17.76 -6.15 0.100
H -11.78 -17.76 -6.73 0.058
H -10.28 -18.51 -3.34 0.130
H -8.40 -15.32 -1.10 0.118
H -11.33 -13.36 -3.65 0.121
H -7.74 -10.08 -0.91 0.109
H -7.34 -8.18 -2.53 0.091
H -7.45 -8.41 -4.91 0.104
H -8.27 -10.60 -5.95 0.109
H -8.91 -13.36 -5.08 0.055
C -12.16 -11.02 -5.20 -0.073
O -12.95 -12.19 -5.04 -0.377
Si -14.68 -12.23 -5.01 0.428
C -15.32 -11.56 -6.64 -0.128
C -15.25 -11.06 -3.65 -0.141
C -14.55 -14.05 -4.74 -0.446
Si -15.64 -14.97 -5.91 0.453
C -15.23 -14.93 -7.82 -0.180
C -17.47 -14.47 -5.71 -0.181
C -15.70 -16.88 -5.54 -0.185
Si -14.62 -14.66 -2.95 0.439
C -16.41 -14.76 -2.34 -0.184
C -13.67 -13.59 -1.72 -0.151
C -14.04 -16.44 -2.62 -0.170
H -12.48 -10.40 -6.02 0.084
H -11.14 -11.35 -5.46 0.075
H -12.20 -10.41 -4.24 0.122
H -14.56 -11.48 -7.36 -0.026
H -15.85 -10.61 -6.48 0.052
H -16.05 -12.25 -7.03 0.015
H -15.46 -10.10 -4.05 0.009
H -14.44 -10.94 -2.89 0.033
H -16.21 -11.39 -3.12 0.069
H -15.08 -13.93 -8.19 -0.012
H -16.06 -15.39 -8.43 0.049
H -14.33 -15.49 -8.07 -0.031
H -17.69 -13.42 -5.54 0.016
H -17.89 -15.02 -4.88 0.010
H -18.08 -14.72 -6.59 0.039
H -14.73 -17.37 -5.53 0.003
H -16.21 -17.37 -6.41 0.041
H -16.21 -17.10 -4.56 0.032
H -17.01 -13.87 -2.54 0.023
H -16.42 -14.91 -1.26 0.030
H -16.90 -15.63 -2.85 0.032
H -14.05 -12.61 -1.56 0.006
H -12.60 -13.59 -1.98 0.030
H -13.78 -14.13 -0.76 0.049
H -14.00 -17.19 -3.48 0.037
H -14.76 -16.91 -1.93 0.040
H -13.09 -16.53 -2.06 0.025
Cl -11.64 -15.64 -8.45 0.185
Si -11.72 -13.87 -7.30 -0.405
Cl -9.65 -13.55 -7.27 0.211
Cl -12.29 -12.31 -8.64 0.173



# 3
80
Properties=species:S:1:pos:R:3:lowdin_charge:R:1 method="wB97M-V/def2-TZVPD" e_tot_ev=-85856.6932 e_lumo_ev=-1.318 fmax_ev_per_a=1.2
C 0.19 -2.31 0.63 -0.108
C -0.78 -2.97 -0.36 -0.246
C -2.28 -2.77 -0.09 -0.183
C -2.67 -1.43 0.51 -0.183
N -2.17 -0.28 -0.26 0.079
C -3.04 0.44 -1.05 -0.145
C -2.78 0.82 -2.32 -0.090
C -1.52 0.46 -3.03 -0.130
C -0.30 1.24 -2.50 -0.206
C 1.02 0.55 -2.86 -0.196
P 2.41 1.71 -2.79 0.482
O 1.95 3.11 -2.79 -0.251
O 3.44 1.40 -3.97 -0.198
C 2.93 1.03 -5.26 -0.263
C 2.91 -0.49 -5.46 -0.072
O 3.31 1.33 -1.54 -0.194
C 2.66 1.29 -0.25 -0.267
C 2.51 2.67 0.39 -0.068
C -3.75 1.68 -3.02 -0.300
O -3.42 2.40 -3.93 0.125
C -5.19 1.62 -2.59 -0.123
C -6.21 1.98 -3.62 -0.228
N -6.62 0.81 -4.41 0.038
C -5.42 1.23 -1.33 -0.296
P -7.04 1.01 -0.58 0.398
S -7.54 -0.87 -0.54 0.105
C -4.30 0.92 -0.42 -0.354
O -4.40 1.06 0.77 0.111
H 0.22 -2.81 1.59 0.070
H -0.02 -1.26 0.82 0.057
H 1.19 -2.36 0.20 0.081
H -0.55 -4.03 -0.45 0.107
H -0.56 -2.55 -1.35 0.089
H -2.60 -3.53 0.63 0.113
H -2.84 -2.97 -1.01 0.113
H -3.75 -1.39 0.61 0.117
H -2.28 -1.36 1.53 0.115
H -1.32 -0.49 -0.75 0.085
H -1.62 0.64 -4.10 0.122
H -1.33 -0.61 -2.88 0.115
H -0.38 1.29 -1.41 0.104
H -0.33 2.27 -2.85 0.113
H 1.22 -0.23 -2.12 0.089
H 0.92 0.06 -3.82 0.076
H 1.96 1.49 -5.44 0.114
H 3.63 1.47 -5.97 0.116
H 1.90 -0.87 -5.63 0.065
H 3.28 -0.95 -4.55 0.082
H 3.57 -0.79 -6.27 0.071
H 3.30 0.67 0.38 0.108
H 1.70 0.78 -0.29 0.085
H 3.20 3.37 -0.06 0.082
H 1.49 3.05 0.32 0.076
H 2.75 2.59 1.45 0.061
H -5.83 2.74 -4.29 0.118
H -7.10 2.39 -3.14 0.089
H -5.81 0.46 -4.91 0.073
H -6.88 0.06 -3.78 0.059
H -6.92 1.56 0.70 -0.010
H -7.95 1.83 -1.26 -0.018
C 1.72 -2.24 4.72 -0.049
C 0.66 -1.28 5.21 -0.307
O 1.02 -0.07 4.57 0.137
C 1.68 -0.39 3.42 -0.544
O 1.91 0.37 2.54 0.178
O 2.03 -1.69 3.43 0.065
F 0.70 -1.11 6.55 0.078
H 2.60 -2.21 5.34 0.118
H 1.37 -3.26 4.63 0.142
H -0.36 -1.54 4.92 0.173
C 6.08 0.50 6.37 -0.046
C 5.12 -0.63 6.65 -0.303
O 5.91 -1.77 6.43 0.129
C 7.21 -1.43 6.68 -0.543
O 8.09 -2.20 6.83 0.196
O 7.33 -0.08 6.75 0.075
F 4.07 -0.64 5.78 0.064
H 6.10 0.75 5.31 0.147
H 5.88 1.40 6.95 0.141
H 4.72 -0.65 7.66 0.176



# 4
74
Properties=species:S:1:pos:R:3:lowdin_spin:R:1 method="wB97M-V/def2-TZVPD" e_tot_ev=-175416.8982 e_lumo_ev="-6.842 / -7.444" total_charge=+2 de_lowest_kcal_mol=13.4 s_squared=3.777 multiplicity=4 fmax_ev_per_a=1.5
Re 0.77 -0.53 -0.16 2.265
C 2.98 -2.14 -1.34 0.015
N 2.72 -1.31 -0.13 0.013
C 3.80 -0.29 -0.02 0.012
C 2.73 -2.18 1.09 0.012
C 1.50 -3.08 1.06 0.015
N 0.37 -2.22 0.65 0.022
C -0.95 -2.71 0.68 0.011
C -1.95 -1.80 0.32 -0.001
F -1.52 -0.53 -0.04 0.033
C -3.29 -2.11 0.28 0.000
F -4.15 -1.18 -0.10 0.000
C -3.69 -3.38 0.62 -0.003
C -2.73 -4.30 0.98 0.001
F -3.08 -5.54 1.30 0.001
C -1.38 -3.99 1.01 -0.001
F -0.50 -4.93 1.37 -0.001
H 3.94 -2.65 -1.22 0.001
H 3.01 -1.49 -2.21 0.000
H 2.19 -2.88 -1.47 0.002
H 4.76 -0.79 0.09 0.002
H 3.62 0.34 0.85 0.001
H 3.81 0.32 -0.93 0.000
H 2.70 -1.52 1.96 0.001
H 3.65 -2.76 1.12 0.001
H 1.32 -3.48 2.06 -0.002
H 1.62 -3.93 0.39 0.002
H -4.74 -3.66 0.59 0.000
C -0.86 -2.00 -2.75 0.013
Si 0.00 -0.46 -3.39 0.025
C 1.23 -1.00 -4.68 0.006
C -1.24 0.77 -3.98 0.006
N 0.86 0.28 -1.95 0.234
C 1.49 1.54 -2.09 0.013
C 1.83 2.16 -3.29 0.027
C 2.46 3.40 -3.28 -0.004
C 2.77 4.04 -2.09 0.032
C 2.43 3.46 -0.87 -0.003
C 1.81 2.25 -0.95 0.026
F 1.43 1.58 0.24 0.046
H -0.88 -2.73 -3.56 0.002
H -1.90 -1.79 -2.48 0.000
H -0.38 -2.51 -1.91 0.005
H 0.66 -1.38 -5.54 0.001
H 1.86 -1.83 -4.33 0.000
H 1.89 -0.22 -5.06 0.000
H -1.89 0.31 -4.73 0.001
H -0.80 1.66 -4.43 0.000
H -1.88 1.10 -3.15 0.000
H 1.60 1.69 -4.24 0.001
H 2.72 3.86 -4.22 -0.001
H 3.26 5.00 -2.10 0.002
H 2.64 3.93 0.08 -0.001
C -3.38 1.34 2.51 0.001
Ge -2.16 2.79 2.99 0.002
C -2.78 3.75 4.56 0.001
C -1.80 3.93 1.45 0.000
C -0.39 2.01 3.47 0.032
Se 0.10 0.35 2.56 0.104
C -0.77 -0.96 3.69 0.016
H -4.30 1.76 2.10 0.000
H -3.65 0.74 3.38 0.000
H -2.94 0.70 1.74 0.001
H -3.71 4.28 4.34 0.000
H -2.04 4.49 4.87 0.000
H -2.96 3.07 5.38 0.000
H -2.72 4.40 1.08 0.000
H -1.38 3.34 0.63 0.000
H -1.10 4.72 1.72 0.000
H -0.29 1.79 4.54 0.003
H 0.41 2.71 3.22 0.000
H -1.84 -0.77 3.73 0.001
H -0.33 -0.89 4.68 0.002
H -0.59 -1.95 3.28 0.000